Entry 1:
DFT (the ωB97M-V functional and the def2-TZVPD basis) results for a molecular structure, H36O18 at a distorted geometry.

The value obtained for the orbital gap (spin up / spin down) is 1.75 / 8.95 eV. The HOMO energy (spin up / spin down) is 0.0072 / -0.2596 hartree. The total energy is -1375.76182 a.u. As for the charge: -1. The expectation value of S² is 0.751. Its spin multiplicity is 2. The calculation puts the lowest unoccupied orbital energy (spin up / spin down) at 1.946 / 1.884 eV.

CARTESIAN COORDINATES (ANGSTROEM)
1 O -1.2201 -3.0273 -0.9929
2 H -1.3596 -3.2305 -0.0594
3 H -1.1625 -2.0660 -1.0152
4 O 4.0473 -0.7275 -2.1875
5 H 3.4448 -1.4853 -2.0644
6 H 4.7222 -0.8659 -1.5151
7 O -3.3627 -1.7062 -3.5034
8 H -2.4603 -1.3699 -3.5180
9 H -3.3892 -2.3436 -4.2223
10 O 2.1907 -2.5642 -2.6835
11 H 2.4351 -3.2505 -3.2998
12 H 1.6232 -2.7734 -1.9356
13 O 0.1789 0.0057 2.2047
14 H -0.4607 0.5798 2.6500
15 H 0.9005 0.0412 2.8475
16 O 2.5182 0.2431 -4.6895
17 H 2.7158 -0.0207 -3.7851
18 H 2.8773 -0.5161 -5.1644
19 O 4.6660 -1.2402 2.5624
20 H 4.9577 -0.4615 3.0162
21 H 3.8321 -1.4252 2.9865
22 O 0.0477 2.7674 0.5866
23 H 0.9134 2.3996 0.4145
24 H -0.2468 2.6685 1.4923
25 O -3.4928 -0.0756 -0.2493
26 H -3.3654 -0.9503 -0.6221
27 H -2.6109 0.1842 0.0790
28 O 1.2618 4.4992 2.1366
29 H 1.6043 5.2649 1.6823
30 H 0.4089 4.1975 1.7575
31 O -3.5719 2.6364 1.3317
32 H -4.1938 2.7183 0.5997
33 H -3.5649 1.6786 1.4859
34 O -1.6428 -3.0932 2.8974
35 H -2.0583 -3.7517 3.4608
36 H -2.1930 -2.3233 3.0525
37 O 0.6552 -2.8242 -5.1570
38 H 0.7447 -1.8885 -5.3848
39 H 1.5559 -3.1271 -5.2703
40 O -0.8681 0.5524 -0.4783
41 H -0.2130 0.1782 0.1170
42 H -0.4428 1.2462 -1.0200
43 O -2.4927 -1.3802 2.3370
44 H -2.4819 -1.1380 3.2702
45 H -3.4101 -1.3141 2.0477
46 O 2.5327 1.6432 4.9157
47 H 2.5626 1.8165 3.9820
48 H 1.8208 1.1877 5.3577
49 O 0.2296 2.1759 -2.3168
50 H 0.6499 1.8319 -3.1128
51 H -0.6754 2.3334 -2.6044
52 O -1.5929 2.2443 3.1042
53 H -1.6966 2.9226 3.7914
54 H -2.2475 2.6505 2.4917

Entry 2:
DFT (the ωB97M-V functional and the def2-TZVPD basis) results for a molecular structure, C35H23Br12FO7 at a distorted geometry.

The value obtained for the orbital gap (spin up / spin down) is 7.21 / 2.61 eV. The HOMO energy (spin up / spin down) is -0.4133 / -0.4133 hartree. The total energy is -32861.83097 a.u. As for the charge: +1. The expectation value of S² is 0.756. Its spin multiplicity is 2. The calculation puts the lowest unoccupied orbital energy (spin up / spin down) at -4.034 / -8.633 eV.

CARTESIAN COORDINATES (ANGSTROEM)
1 C 3.1825 -0.3812 0.1835
2 C 3.3897 -1.7951 0.7341
3 O 2.6525 -2.5779 -0.1691
4 C 1.7184 -1.7979 -0.8248
5 O 0.8172 -2.2736 -1.4793
6 O 2.0903 -0.5125 -0.6773
7 F 2.9145 -1.8945 2.0464
8 H 4.0519 -0.0726 -0.3971
9 H 2.9433 0.3571 0.9489
10 H 4.4303 -2.1098 0.8124
11 C -7.4309 -5.6392 0.0107
12 C -6.4719 -4.9775 0.8895
13 C -5.2623 -4.5093 0.3761
14 C -4.9476 -4.6076 -0.9256
15 C -5.8507 -5.2587 -1.8371
16 C -7.0625 -5.8267 -1.3280
17 C -5.6270 -5.2726 -3.3551
18 O -6.3957 -5.8380 -4.0733
19 C -4.3646 -4.6843 -3.8912
20 C -4.2414 -4.4989 -5.3003
21 C -3.0860 -4.0128 -5.7943
22 C -2.1098 -3.4929 -4.9785
23 C -2.2722 -3.4541 -3.5642
24 C -3.3745 -4.1343 -2.9933
25 C -3.5375 -4.1089 -1.4766
26 O -2.6465 -3.6045 -0.7606
27 H -8.4156 -5.9490 0.3280
28 H -6.7099 -4.8835 1.9387
29 H -4.5865 -3.9329 0.9905
30 H -7.7235 -6.2886 -2.0464
31 H -5.0696 -4.7018 -5.9631
32 H -3.0912 -3.9398 -6.8718
33 H -1.1209 -3.2690 -5.3506
34 H -1.4099 -3.2027 -2.9645
35 C 5.5094 9.3187 3.0830
36 C 6.4316 9.3393 2.0663
37 C 6.5597 8.2520 1.2460
38 C 5.7190 7.1123 1.3954
39 C 4.8417 7.0650 2.4606
40 C 4.7041 8.1601 3.2717
41 C 3.9309 5.8956 2.8119
42 O 3.2152 5.8364 3.8029
43 C 3.7601 4.8164 1.7757
44 C 2.7362 3.8450 1.8787
45 C 2.5433 2.9395 0.8414
46 C 3.4172 3.0081 -0.2478
47 C 4.4539 3.8745 -0.3192
48 C 4.6345 4.8694 0.6182
49 C 5.8516 5.8712 0.4919
50 O 6.7467 5.7463 -0.3355
51 H 5.2548 10.2247 3.6128
52 H 6.9530 10.2735 1.9186
53 H 7.2159 8.4066 0.4023
54 H 3.9390 8.2531 4.0282
55 H 2.2293 3.7264 2.8249
56 H 1.7622 2.1940 0.8651
57 H 3.2999 2.2826 -1.0392
58 H 5.0907 3.9649 -1.1867
59 C 0.5362 -5.6483 1.2873
60 Br 2.2143 -6.3468 0.4943
61 Br 0.4100 -6.0919 3.1558
62 Br -1.0243 -6.3693 0.3962
63 H 0.5264 -4.5786 1.0781
64 C -2.4038 2.0767 4.0251
65 Br -0.4732 2.4007 4.6206
66 Br -3.7367 3.3595 4.6948
67 Br -2.8622 0.2193 4.6400
68 H -2.3687 1.9986 2.9385
69 C -2.5126 0.9324 -2.8570
70 Br -1.6279 2.7640 -2.7839
71 Br -1.5989 -0.3381 -1.7115
72 Br -2.5623 0.1619 -4.7040
73 H -3.5777 0.8361 -2.6459
74 C -0.9986 -1.5673 1.6012
75 Br -0.3049 0.2674 1.7823
76 Br -2.9473 -1.5585 2.0117
77 Br -0.0298 -2.7369 2.8936
78 H -0.8399 -1.9105 0.5788